(1)
This record from the Open Molecules 2025 dataset describes a 2-piece molecular cluster, C28H26F4N overall at a distorted geometry. The level of theory is ωB97M-V/def2-TZVPD.

Output
HOMO level, eV: -9.74
Relative energy (zero: lowest compared OMol25 entry of this formula, charge and spin), kJ/mol: 24.5
HOMO-LUMO gap, eV: 3.29

```
! RIJCOSX wB97M-V def2-TZVPD def2/J DEFGRID3
* xyz 1 1
F -3.27381 -5.01588 -0.04036
C -1.90149 -5.05834 0.07249
C -1.21617 -6.05094 -0.62472
C 0.16508 -6.08827 -0.42213
F 0.86596 -7.10385 -1.03480
C 0.85077 -5.17281 0.36303
C 0.14096 -4.10677 0.99595
C 0.83246 -3.06964 1.71259
C 0.19667 -2.04661 2.43239
C 0.77199 -1.24294 3.41999
C 0.08115 -0.23567 4.17313
C 0.78612 0.67914 5.01425
C 0.09844 1.67818 5.68587
F 0.79779 2.56535 6.47425
C -1.28799 1.84633 5.60448
C -1.96506 0.93243 4.79921
F -3.33307 1.05126 4.69018
C -1.33640 -0.09163 4.10111
C -1.28006 -4.11894 0.88562
H -1.73674 -6.78624 -1.23137
H 1.93108 -5.25744 0.48832
H 1.91763 -3.14543 1.75699
H -0.84404 -1.85002 2.18593
H 1.83810 -1.36705 3.63367
H 1.86695 0.58326 5.13388
H -1.80908 2.64109 6.12919
H -1.92478 -0.80034 3.52155
H -1.87625 -3.38074 1.41879
C 4.04158 -1.31858 1.19045
N 4.32939 -0.26792 0.21918
C 3.46639 -0.07295 -0.82322
C 2.33094 -0.82773 -0.96693
C 1.41186 -0.68313 -2.12292
C 1.99731 0.10274 -3.30895
C 2.78691 1.32972 -2.85440
C 3.86879 1.00025 -1.82290
C 5.43318 0.60426 0.48803
C 6.70839 0.32685 -0.03832
C 7.77611 1.18131 0.24001
C 7.58776 2.30811 1.04699
C 6.32441 2.57652 1.58418
C 5.25223 1.72418 1.31938
H 4.85140 -1.34513 1.92724
H 3.09014 -1.13301 1.70833
H 3.98481 -2.29257 0.68531
H 2.06138 -1.58915 -0.23217
H 1.11071 -1.67740 -2.47467
H 0.47811 -0.18953 -1.79867
H 2.66383 -0.55132 -3.87620
H 1.20447 0.41750 -3.99439
H 3.25821 1.82055 -3.71327
H 2.10236 2.06727 -2.41846
H 4.14894 1.93056 -1.30013
H 4.79002 0.68818 -2.34909
H 6.83027 -0.54729 -0.67848
H 8.75925 0.96445 -0.17819
H 8.43154 2.97407 1.26860
H 6.16592 3.45436 2.21124
H 4.25569 1.92043 1.71914
*
```

=====

(2)
This record from the Open Molecules 2025 dataset describes a single C4H6N2 molecule at a distorted geometry. The level of theory is ωB97M-V/def2-TZVPD.

Output
SMILES string: Cc1ccn[nH]1
HOMO level, eV: -8.63
Relative energy (zero: lowest compared OMol25 entry of this formula, charge and spin), kJ/mol: 297.4
HOMO-LUMO gap, eV: 9.10

```
! RIJCOSX wB97M-V def2-TZVPD def2/J DEFGRID3
* xyz 0 1
C 0.93708 1.06171 0.36571
C -0.48301 0.71332 -0.03306
C -0.56923 -0.07473 -1.18453
C -0.59828 -1.38014 -0.68520
N -0.69624 -1.40816 0.65032
N -0.87002 -0.12163 0.98765
H 1.05126 1.58150 1.32222
H 1.20023 -0.04906 0.54525
H 1.54316 1.52857 -0.41522
H -0.42378 0.24288 -2.21056
H -0.44814 -2.30205 -1.22828
H -0.66533 0.14317 1.94247
*
```

=====

(3)
This record from the Open Molecules 2025 dataset describes a 2-piece molecular cluster, C4H7NO overall at a distorted geometry. The level of theory is ωB97M-V/def2-TZVPD.

Output
HOMO level (alpha / beta), eV: -15.14 / -15.15
Relative energy (zero: lowest compared OMol25 entry of this formula, charge and spin), kJ/mol: 50.3
HOMO-LUMO gap (alpha / beta), eV: 10.85 / 6.92

```
! RIJCOSX wB97M-V def2-TZVPD def2/J DEFGRID3
* xyz 1 2
C 0.76415 -1.02968 0.75367
C 1.18394 -0.24296 -0.32689
N 0.57595 0.98405 -0.25767
C -0.11092 1.03789 0.91238
C -0.08685 -0.23513 1.51525
H 1.00635 -2.05825 0.94620
H 1.97882 -0.47112 -1.02210
H 0.80702 1.77015 -0.84935
H -0.54106 1.91588 1.37181
H -0.52666 -0.53635 2.45107
H -1.82713 -1.10045 -1.72442
H -1.40607 0.25828 -1.54138
O -1.81756 -0.29233 -2.22856
*
```

=====

(4)
This record from the Open Molecules 2025 dataset describes a single C4H7N2OP molecule at a distorted geometry. The level of theory is ωB97M-V/def2-TZVPD.

Output
SMILES string: N=C=C/C=C\[P@@H](N)=O
HOMO level, eV: -8.33
Relative energy (zero: lowest compared OMol25 entry of this formula, charge and spin), kJ/mol: 270.3
HOMO-LUMO gap, eV: 8.72

```
! RIJCOSX wB97M-V def2-TZVPD def2/J DEFGRID3
* xyz 0 1
N 1.74222 -1.29580 1.24211
C 0.76994 -1.30652 0.61986
C -0.36425 -1.72969 0.00371
C -1.55752 -0.98849 -0.31048
C -1.47359 0.35812 -0.49414
P -0.23689 1.61500 -0.09644
N 1.30373 1.05074 -0.35493
O -0.78011 2.91026 -0.41156
H 2.81225 -1.06738 1.16170
H -0.37723 -2.75699 -0.34667
H -2.52951 -1.47115 -0.25826
H -2.46345 0.97736 -0.55538
H -0.21667 1.83088 1.37911
H 1.98206 1.68764 -0.65855
H 1.38901 0.18601 -0.92008
*
```

=====

Look up the relative energy (zero: lowest compared OMol25 entry of this formula, charge and spin) of the second one.
297.4 kJ/mol

=====

Among the records above, which one has the highest relative energy (zero: lowest compared OMol25 entry of this formula, charge and spin)?
C4H6N2

=====

Which of these has the lowest relative energy (zero: lowest compared OMol25 entry of this formula, charge and spin)?
C28H26F4N

=====

relative energy (zero: lowest compared OMol25 entry of this formula, charge and spin) of number 4 (C4H7N2OP)?
270.3 kJ/mol